Entry 1:
Here is a molecular structure, C21H9BrCl4N3O3Rh from the Open Molecules 2025 dataset. Energies are from ωB97M-V/def2-TZVPD.

```
! wB97M-V def2-TZVPD RIJCOSX def2/J DEFGRID3
* xyz 0 1
Rh 0.60618 2.05398 0.87708
Br -4.50655 -2.74468 -2.17788
Cl 0.07288 8.08752 -2.08635
Cl 0.58464 5.10786 -2.97900
Cl -0.34706 8.75648 0.91451
Cl -0.26181 6.46075 3.07396
O 0.58994 3.25638 -0.66075
O 0.24235 3.81849 1.83039
O 0.62100 0.86863 2.41366
N 1.40034 -4.45539 0.91327
N 0.93094 0.33324 -0.12012
N 0.61467 -5.05137 0.16654
C 1.33341 -1.12729 -1.94427
C 1.18558 -2.04431 0.27621
C 0.98401 -0.73244 0.72997
C 0.91685 -1.42518 3.02045
C -2.69146 -3.30996 -0.06612
C -0.58938 -4.44010 -0.33191
C 1.08793 0.14867 -1.41180
C 0.82548 -0.40294 2.10177
C 0.19904 4.79491 1.01425
C -1.51970 -3.80429 0.48311
C 0.39122 4.49694 -0.36685
C 1.20776 -3.07231 1.25605
C -2.92014 -3.44821 -1.42640
C -0.85907 -4.62726 -1.68076
C 0.35088 5.53296 -1.33344
C -2.01556 -4.10971 -2.24072
C -0.03331 6.14539 1.40660
C 1.13324 -2.74432 2.58461
C 0.12749 6.82080 -0.93090
C -0.06682 7.12839 0.45573
C 1.38618 -2.21196 -1.11204
H 1.03276 1.03173 -2.03565
H -1.33723 -3.69539 1.54266
H -0.15157 -5.17830 -2.28758
H 1.21015 -3.54182 3.31351
H -3.42099 -2.81539 0.55976
H 0.82951 -1.19940 4.07434
H 1.59235 -3.19555 -1.51218
H -2.22051 -4.23292 -3.29482
H 1.48437 -1.23262 -3.00885
*
```

- highest occupied orbital energy (spin up / spin down) (eV) = -7.908 / -7.902
- HOMO-LUMO gap (spin up / spin down) (hartree) = 0.19155 / 0.19103
- LUMO (spin up / spin down) (eV) = -2.7 / -2.7



Entry 2:
Here is a molecular structure, C22H11BrCl5LaN2O4 in a non-equilibrium geometry from the Open Molecules 2025 dataset. Energies are from ωB97M-V/def2-TZVPD.

```
! wB97M-V def2-TZVPD RIJCOSX def2/J DEFGRID3
* xyz 0 1
La 1.08058 0.70939 -0.36963
Br -0.64584 3.20015 0.48415
Cl -0.84163 1.57852 -3.09108
Cl 0.24969 2.00760 -6.11528
Cl 3.98092 1.50760 -1.16524
Cl 5.27810 1.79125 -4.11041
Cl 3.34609 2.14090 -6.54670
O 1.68830 -4.87227 2.91624
O 0.76409 -4.49145 0.93380
O 3.19948 -2.80683 -0.44476
O 1.91652 -1.07876 -1.10521
N 1.85377 -0.41600 1.75994
N 1.27476 -1.91280 3.24590
C 2.41854 -1.90705 -0.25191
C -1.35677 -1.34117 0.10317
C 2.70578 1.97611 -4.96305
C -1.17194 0.02924 0.14805
C 1.23102 0.45968 4.02352
C -4.81006 1.05185 0.22233
C 3.57673 1.85470 -3.87441
C -3.45568 3.02594 0.35521
C 1.44633 -0.59684 3.00020
C -2.34957 0.83509 0.22062
C 1.57594 -2.61487 2.09402
C 0.84015 1.81717 -3.47631
C -3.65028 0.24279 0.19455
C 1.31953 1.93797 -4.77179
C -3.75343 -1.16702 0.14306
C 3.02499 1.76813 -2.60649
C -2.63431 -1.94455 0.11221
C 1.93741 -1.67090 1.18098
C 1.31210 -4.06250 1.90062
C 1.66523 1.79511 -2.37118
C -2.33785 2.24776 0.32393
C -4.71960 2.41229 0.29137
H -3.37391 4.10165 0.43243
H 0.88636 -2.30092 4.08897
H 0.29827 0.29690 4.56337
H -5.78085 0.57122 0.18572
H 2.05171 0.45845 4.74309
H 1.19235 1.43713 3.54977
H -0.50132 -2.01016 0.03733
H -4.74058 -1.61441 0.12745
H 2.32720 -4.44648 3.49837
H -5.61056 3.02550 0.30912
H -2.70773 -3.02509 0.07396
*
```

- highest occupied orbital energy (eV) = -8.262
- HOMO-LUMO gap (hartree) = 0.29327
- LUMO (eV) = -0.3



Entry 3:
Here is a molecular structure, C22H12Cl2NO6Sc in a non-equilibrium geometry from the Open Molecules 2025 dataset. Energies are from ωB97M-V/def2-TZVPD.

```
! wB97M-V def2-TZVPD RIJCOSX def2/J DEFGRID3
* xyz 0 1
Sc -0.25088 -2.20879 0.56995
Cl 3.99712 -2.83739 -0.90805
Cl 5.78952 -2.29209 4.13485
O -3.86338 -2.36239 -1.15135
O -1.74708 -2.37109 -0.47315
O -0.24378 -2.91449 2.46175
O -2.21858 3.47031 -3.02735
O -4.23258 2.38171 -3.29805
O 1.42722 -3.08039 0.34425
N 0.41712 5.33071 0.03355
C 4.74282 -2.59569 1.67335
C -2.78618 -1.81619 -1.05375
C -2.16758 2.22781 -2.46125
C 4.47992 -2.58379 3.05465
C -1.21868 0.20461 -1.32415
C 0.26102 -0.10369 0.70295
C -0.90798 2.08661 -0.23545
C -3.53278 3.58161 -3.55105
C 1.35922 0.66491 0.88635
C -3.56788 0.24271 -2.17595
C -1.00538 1.68981 -1.73335
C 1.38092 2.10201 0.71155
C 3.21062 -2.78169 3.52975
C 3.71942 -2.79609 0.78685
C 2.12912 -2.92699 2.63045
C 2.36182 -2.94189 1.21055
C -3.33578 1.57571 -2.62055
C 0.80132 -2.99639 3.13645
C -2.56248 -0.42709 -1.57695
C 0.33962 2.78291 0.19765
C -0.98698 0.59261 0.16525
C 0.37562 4.18471 0.08725
H -1.77888 2.65481 0.09575
H -1.84928 0.36861 0.81265
H -3.47748 3.76491 -4.63725
H 3.01332 -2.79919 4.59035
H 2.29482 0.22511 1.22435
H -4.05118 4.42401 -3.06265
H 5.75022 -2.45079 1.31335
H -4.52718 -0.22139 -2.33565
H 0.69202 -3.10969 4.22775
H 2.26332 2.64221 1.02515
H -0.07298 1.87821 -2.27005
H -0.42098 -0.45929 -1.71075
*
```

- highest occupied orbital energy (eV) = -7.469
- HOMO-LUMO gap (hartree) = 0.20964
- LUMO (eV) = -1.8



Entry 4:
Here is a molecular structure, C22H12Cl9N3O6OsSi in a non-equilibrium geometry from the Open Molecules 2025 dataset. Energies are from ωB97M-V/def2-TZVPD.

```
! wB97M-V def2-TZVPD RIJCOSX def2/J DEFGRID3
* xyz 0 1
Os 0.68262 0.99102 -0.20409
Cl 2.64042 -0.45297 0.33456
Cl 0.51136 -0.24235 -3.75522
Cl -2.48249 -0.38744 1.33927
Cl 3.07625 -3.11407 2.16928
Cl 0.50823 -4.32225 3.56572
Cl -2.25548 -2.94099 3.14837
Cl 1.97469 2.33336 -1.59453
Cl 0.33574 -3.16546 -1.60713
Cl -2.37315 0.13675 -2.24843
Si -0.36905 -0.28556 -1.90287
O 1.62039 -2.56357 -1.61257
O 0.03365 -3.83568 -0.40321
O -0.70074 -1.97538 -1.65190
O -6.07866 0.58212 0.36455
O 0.81472 1.79303 1.65375
O 0.06246 -3.92392 -2.75902
N -0.75599 2.44881 -0.29049
N -4.22598 5.49452 2.18871
N -3.07398 5.63412 2.59211
C -0.27380 3.28907 3.17719
C -0.96549 3.09670 0.89797
C -1.89140 4.14062 1.04234
C -0.12643 2.69297 1.94438
C -4.73535 1.81221 1.81758
C -1.24528 4.28395 3.36134
C 0.38349 -2.92118 2.58426
C -2.09374 4.65097 2.34625
C -0.85574 -2.30231 2.38597
C 0.16038 -0.65467 0.94847
C 1.35965 -1.29019 1.19342
C -2.19412 4.04636 -1.32846
C -0.96088 -1.17532 1.56970
C -7.01486 0.51851 -0.69777
C -4.66678 4.21159 1.74681
C -4.22642 3.00197 2.28931
C -1.34130 2.94167 -1.37482
C 1.52912 -2.40760 1.97719
C -6.14075 3.00937 0.26106
C -5.65581 4.20448 0.77585
C -2.49320 4.63761 -0.12658
C -5.67205 1.80507 0.77921
H -1.11292 2.46482 -2.31473
H -6.02673 5.15250 0.40699
H 0.38392 2.98579 3.98058
H -3.50892 2.98855 3.09882
H -7.95348 1.00659 -0.42540
H -2.60519 4.41956 -2.25488
H -6.61019 0.97554 -1.60392
H -6.88528 3.02901 -0.52084
H -4.42620 0.86389 2.24020
H -1.37614 4.75433 4.32724
H -3.14186 5.50304 -0.08178
H -7.19382 -0.53763 -0.87460
*
```

- highest occupied orbital energy (spin up / spin down) (eV) = -8.290 / -8.307
- HOMO-LUMO gap (spin up / spin down) (hartree) = 0.20771 / 0.20440
- LUMO (spin up / spin down) (eV) = -2.6 / -2.7



For reference, E_tot by record: -5720.9218; -6162.0567; -3032.8863; -5983.0071 hartree.